This record from the OMol25 dataset describes a structure of composition C7H9NS. The level of theory is wB97M-V/def2-TZVPD.

Properties
ΔE to the lowest compared entry with this formula, charge and spin: 434.7 kJ/mol
frontier orbital gap: 8.24 eV
E_tot: -19724.934 eV

```
! wB97M-V def2-TZVPD RIJCOSX def2/J DEFGRID3
* xyz 0 1
C -1.8653 -0.6514 0.6851
H -2.5338 -0.0818 0.0561
C 2.2697 -1.1379 1.0837
N 1.7959 -2.0694 0.3241
C -1.5789 -1.9600 -0.0444
H -0.8791 -0.2631 0.8100
C -0.6168 -2.5417 -0.7008
C 1.3936 0.2377 -0.5069
H 2.7530 -1.4746 1.8775
H 0.8313 2.2781 -0.6195
H -2.3177 -2.7474 0.1162
H 2.2115 1.0181 1.2542
C 1.9866 0.2158 0.7166
H 0.0791 1.3248 -1.7221
C 0.9905 1.4459 -1.3047
S 1.0619 -1.5057 -0.9565
H -2.2850 -0.9398 1.6520
H 1.8389 1.6686 -1.9352
*
```